[1]
{
  "formula": "C44H57BClI2LaN8O",
  "method": "ωB97M-V/def2-TZVPD",
  "symbols": ["La", "C", "C", "C", "C", "N", "N", "B", "N", "N", "C", "C", "C", "C", "C", "C", "C", "C", "N", "N", "C", "C", "C", "C", "C", "C", "C", "C", "C", "C", "C", "C", "H", "H", "H", "H", "H", "H", "H", "H", "H", "H", "H", "H", "H", "H", "H", "H", "H", "H", "H", "H", "H", "H", "H", "H", "H", "H", "H", "H", "H", "H", "H", "H", "H", "H", "H", "H", "H", "H", "H", "H", "I", "C", "C", "C", "I", "C", "O", "C", "C", "N", "C", "C", "C", "C", "C", "C", "N", "C", "H", "H", "H", "H", "H", "H", "H", "H", "H", "H", "H", "Cl", "C", "C", "C", "C", "C", "C", "C", "H", "H", "H", "H", "H", "H"],
  "coordinates": [[-0.349, -0.014, -0.122], [1.576, 5.147, 1.463], [0.689, 3.972, 1.705], [-0.485, 3.947, 2.430], [-0.948, 2.628, 2.349], [-0.107, 1.902, 1.613], [0.898, 2.733, 1.218], [2.253, 2.174, 0.711], [2.289, 1.669, -0.767], [2.182, 0.346, -1.074], [2.772, 0.162, -2.250], [3.236, 1.391, -2.742], [2.910, 2.321, -1.776], [3.144, 3.793, -1.790], [2.963, -1.213, -2.853], [4.165, -1.195, -3.802], [1.724, -1.648, -3.647], [3.219, -2.220, -1.725], [2.640, 1.017, 1.637], [2.005, -0.188, 1.642], [2.669, -0.949, 2.514], [3.720, -0.217, 3.093], [3.669, 1.025, 2.508], [4.552, 2.201, 2.765], [2.392, -2.398, 2.828], [1.283, -2.945, 1.946], [3.673, -3.210, 2.596], [1.961, -2.513, 4.297], [-2.169, 2.070, 3.028], [-1.886, 2.034, 4.538], [-3.379, 2.969, 2.752], [-2.458, 0.649, 2.555], [1.174, 6.011, 1.987], [2.592, 4.964, 1.814], [1.630, 5.383, 0.400], [-0.930, 4.774, 2.958], [3.059, 3.046, 0.802], [3.754, 1.588, -3.665], [3.486, 4.095, -2.778], [2.221, 4.327, -1.561], [3.895, 4.087, -1.055], [3.971, -0.557, -4.666], [5.060, -0.832, -3.295], [4.360, -2.205, -4.165], [1.564, -0.991, -4.503], [1.853, -2.669, -4.012], [0.840, -1.613, -3.011], [4.138, -1.972, -1.192], [2.401, -2.204, -1.004], [3.315, -3.230, -2.132], [4.425, -0.552, 3.836], [5.258, 1.949, 3.554], [5.114, 2.483, 1.874], [3.972, 3.068, 3.086], [1.556, -2.880, 0.888], [1.083, -3.992, 2.182], [0.379, -2.369, 2.117], [4.021, -3.087, 1.568], [4.472, -2.895, 3.269], [3.476, -4.270, 2.770], [1.076, -1.901, 4.482], [1.718, -3.550, 4.541], [2.759, -2.178, 4.963], [-1.701, 3.037, 4.924], [-2.738, 1.606, 5.070], [-1.007, 1.419, 4.742], [-3.239, 3.966, 3.172], [-3.547, 3.076, 1.678], [-4.274, 2.533, 3.201], [-1.620, -0.004, 2.798], [-3.342, 0.262, 3.061], [-2.656, 0.607, 1.481], [-1.856, -8.167, 0.931], [-1.744, -6.064, 0.911], [-2.066, -5.347, 2.049], [-1.972, -3.972, 2.011], [-2.393, -2.909, 3.773], [-1.555, -3.227, 0.875], [-1.455, -1.930, 0.907], [-1.240, -4.018, -0.265], [-0.773, -3.384, -1.553], [-1.493, -2.141, -1.863], [-2.936, -2.367, -1.868], [-3.763, -1.117, -1.829], [-4.926, -1.053, -2.585], [-5.788, 0.014, -2.411], [-5.458, 0.975, -1.474], [-4.258, 0.850, -0.796], [-3.410, -0.162, -0.965], [-1.343, -5.400, -0.232], [-2.382, -5.848, 2.953], [-0.897, -4.124, -2.354], [0.296, -3.152, -1.488], [-1.221, -1.830, -2.790], [-3.179, -2.913, -0.955], [-3.247, -2.994, -2.713], [-5.158, -1.848, -3.282], [-6.697, 0.094, -2.994], [-6.109, 1.816, -1.283], [-3.982, 1.592, -0.055], [-1.099, -5.968, -1.122], [-1.540, 2.914, -0.723], [-2.206, 2.672, -2.317], [-3.227, 3.483, -2.769], [-3.803, 3.214, -4.001], [-3.355, 2.118, -4.728], [-2.311, 1.336, -4.266], [-1.661, 1.611, -3.051], [-0.453, 0.926, -2.591], [-3.580, 4.303, -2.155], [-4.603, 3.839, -4.377], [-3.809, 1.890, -5.686], [-1.939, 0.518, -4.874], [0.297, 1.705, -2.414], [-0.078, 0.294, -3.397]],
  "relative_energy_kj_mol": 0.0,
  "total_charge": 0,
  "lumo_energy_ha": 0.0152
}

[2]
{
  "formula": "C24H46N5O3",
  "method": "ωB97M-V/def2-TZVPD",
  "symbols": ["N", "C", "O", "C", "N", "C", "C", "C", "C", "N", "C", "C", "C", "C", "C", "C", "O", "O", "H", "H", "H", "H", "H", "H", "H", "H", "H", "H", "H", "H", "H", "H", "H", "H", "C", "C", "N", "C", "C", "C", "C", "H", "H", "H", "H", "H", "H", "H", "H", "H", "H", "H", "H", "H", "H", "H", "C", "C", "N", "C", "C", "C", "C", "H", "H", "H", "H", "H", "H", "H", "H", "H", "H", "H", "H", "H", "H", "H"],
  "coordinates": [[-0.805, -1.665, -0.349], [-1.416, -0.636, -0.375], [-2.096, 0.597, -0.497], [-2.093, 1.016, -1.863], [-0.825, 1.123, -2.526], [-0.778, 1.562, -3.921], [0.720, 1.671, -4.525], [1.362, 2.986, -3.789], [2.769, 2.678, -3.092], [2.624, 1.720, -1.927], [-2.047, 1.933, -4.739], [-3.431, 1.827, -4.018], [-3.464, 1.369, -2.536], [-4.758, 1.223, -1.613], [-6.146, 1.121, -2.420], [-7.048, 2.382, -1.932], [-7.598, 2.269, -0.819], [-7.104, 3.528, -2.783], [0.059, 0.892, -2.019], [1.298, 0.716, -4.229], [0.729, 1.839, -5.652], [1.372, 3.849, -4.534], [0.647, 3.305, -2.936], [3.587, 2.347, -3.817], [3.126, 3.670, -2.618], [3.459, 1.800, -1.322], [2.571, 0.747, -2.268], [-1.915, 2.267, -5.829], [-4.408, 2.112, -4.556], [-4.672, 0.326, -0.891], [-4.783, 2.153, -0.923], [-6.716, 0.156, -2.167], [-6.020, 1.145, -3.557], [-6.400, 4.129, -2.421], [4.335, 6.306, 2.685], [3.506, 5.037, 2.848], [4.052, 3.881, 2.143], [3.121, 2.759, 2.063], [2.713, 2.085, 3.371], [5.433, 3.526, 2.460], [5.768, 3.211, 3.917], [4.485, 6.546, 1.629], [3.817, 7.149, 3.150], [5.313, 6.219, 3.165], [2.510, 5.255, 2.444], [3.372, 4.835, 3.918], [3.528, 1.999, 1.387], [2.209, 3.113, 1.566], [3.509, 1.455, 3.767], [1.853, 1.431, 3.192], [2.416, 2.803, 4.137], [6.081, 4.346, 2.133], [5.742, 2.679, 1.837], [5.330, 3.931, 4.613], [6.853, 3.247, 4.058], [5.446, 2.209, 4.200], [0.459, -8.096, 1.610], [-0.138, -6.703, 1.774], [-0.979, -6.287, 0.655], [-1.311, -4.865, 0.678], [-2.166, -4.359, 1.837], [-2.082, -7.181, 0.311], [-3.110, -7.490, 1.398], [1.013, -8.180, 0.671], [1.154, -8.299, 2.428], [-0.308, -8.874, 1.633], [0.703, -6.005, 1.857], [-0.678, -6.658, 2.727], [-1.798, -4.592, -0.265], [-0.371, -4.300, 0.679], [-3.212, -4.648, 1.726], [-2.143, -3.264, 1.858], [-1.805, -4.706, 2.807], [-1.658, -8.129, -0.036], [-2.606, -6.788, -0.567], [-2.646, -7.718, 2.361], [-3.694, -8.370, 1.108], [-3.816, -6.672, 1.534]],
  "relative_energy_kj_mol": 543.3,
  "total_charge": 1,
  "lumo_energy_ha": -0.1877
}

[3]
{
  "formula": "C2H6N3OS",
  "method": "ωB97M-V/def2-TZVPD",
  "symbols": ["C", "C", "N", "N", "N", "O", "S", "H", "H", "H", "H", "H", "H"],
  "coordinates": [[-0.630, -0.436, 0.478], [-1.693, -0.281, 1.513], [2.909, 0.535, -2.354], [0.355, 0.685, 0.391], [-0.453, -1.270, -0.451], [1.221, 0.881, -0.627], [2.003, -0.214, -1.459], [-2.253, -1.235, 1.292], [-2.356, 0.630, 1.367], [-1.053, -0.314, 2.440], [3.230, 1.433, -2.728], [-0.071, 1.546, 0.572], [-1.210, -1.960, -0.434]],
  "relative_energy_kj_mol": 522.8,
  "total_charge": 1,
  "lumo_energy_ha": [-0.2367, -0.2368]
}

[4]
{
  "formula": "C5H9NO",
  "method": "ωB97M-V/def2-TZVPD",
  "symbols": ["C", "C", "C", "C", "C", "O", "N", "H", "H", "H", "H", "H", "H", "H", "H", "H"],
  "coordinates": [[-0.745, -1.079, -0.425], [-1.075, 2.328, -0.392], [0.356, -1.001, 0.414], [1.687, -1.481, 0.007], [0.245, 0.058, 1.330], [-0.432, 1.090, -0.248], [1.977, -2.424, -0.793], [1.140, -2.882, -1.163], [-1.746, -0.896, -0.065], [-0.666, -1.517, -1.412], [2.528, -0.948, 0.457], [-2.038, 2.377, 0.141], [-0.435, 3.139, -0.020], [-1.251, 2.529, -1.457], [-0.687, 0.226, 1.853], [1.141, 0.481, 1.775]],
  "relative_energy_kj_mol": 511.1,
  "total_charge": 0,
  "lumo_energy_ha": -0.0095
}

[5]
{
  "formula": "C2H5ClO2S",
  "method": "ωB97M-V/def2-TZVPD",
  "symbols": ["C", "C", "O", "O", "S", "Cl", "H", "H", "H", "H", "H"],
  "coordinates": [[1.042, 0.008, -0.962], [0.205, -0.758, 0.039], [-0.028, 1.169, 1.972], [-1.967, -0.182, 1.390], [-0.744, 0.441, 0.977], [-1.414, 1.850, -0.398], [0.750, 1.031, -1.064], [2.005, 0.012, -0.638], [0.857, -0.458, -1.903], [0.405, -1.403, 0.826], [-1.111, -1.710, -0.240]],
  "relative_energy_kj_mol": 221.8,
  "total_charge": 0,
  "lumo_energy_ha": -0.0043
}

[6]
{
  "formula": "C2H6N2O2",
  "method": "ωB97M-V/def2-TZVPD",
  "symbols": ["N", "C", "N", "H", "H", "H", "H", "H", "O", "C", "O", "H"],
  "coordinates": [[-2.460, -1.259, -0.691], [-1.981, -1.499, 0.562], [-1.187, -2.462, 0.854], [-2.742, -0.336, -0.894], [-2.108, -1.878, -1.402], [-2.251, -0.799, 1.345], [-1.097, -2.366, 1.841], [0.657, 0.766, 0.151], [2.015, 2.894, -0.245], [2.081, 1.743, -0.526], [1.600, 0.710, 0.238], [2.441, 1.446, -1.516]],
  "smiles": "[H]/N=C/N.O=CO",
  "relative_energy_kj_mol": 159.9,
  "total_charge": 0,
  "lumo_energy_ha": 0.0161
}

Repeat the sixth record exactly.
{
  "formula": "C2H6N2O2",
  "method": "ωB97M-V/def2-TZVPD",
  "symbols": ["N", "C", "N", "H", "H", "H", "H", "H", "O", "C", "O", "H"],
  "coordinates": [[-2.460, -1.259, -0.691], [-1.981, -1.499, 0.562], [-1.187, -2.462, 0.854], [-2.742, -0.336, -0.894], [-2.108, -1.878, -1.402], [-2.251, -0.799, 1.345], [-1.097, -2.366, 1.841], [0.657, 0.766, 0.151], [2.015, 2.894, -0.245], [2.081, 1.743, -0.526], [1.600, 0.710, 0.238], [2.441, 1.446, -1.516]],
  "smiles": "[H]/N=C/N.O=CO",
  "relative_energy_kj_mol": 159.9,
  "total_charge": 0,
  "lumo_energy_ha": 0.0161
}